Here is a 3-piece molecular cluster, C40H66N2O4S overall at a distorted geometry from the OMol25 dataset. Energies are from ωB97M-V/def2-TZVPD.

The geometry in XYZ format:
```
113
C40H66N2O4S, DFT ωB97M-V/def2-TZVPD
C 5.075 2.586 5.175
C 5.311 1.778 3.877
C 4.881 0.312 4.037
C 3.346 0.038 3.918
C 2.546 1.185 3.283
N 3.140 -1.264 3.184
C 2.838 -1.087 1.799
C 3.876 -0.689 0.983
C 3.721 -0.463 -0.357
C 4.919 0.009 -1.159
C 5.316 1.489 -0.891
C 4.158 2.488 -0.731
C 4.792 3.863 -0.373
C 3.327 2.707 -2.014
C 2.478 -0.659 -0.971
C 2.198 -0.501 -2.449
C 2.335 -1.855 -3.237
C 1.474 -2.989 -2.651
C 3.786 -2.368 -3.236
C 1.436 -1.027 -0.149
O 0.162 -1.216 -0.639
C -0.602 0.012 -0.696
C -1.425 0.039 -1.988
N -2.855 0.245 -1.712
C -3.154 1.625 -1.315
C -3.340 1.819 0.194
C -4.003 3.170 0.532
O -4.182 0.767 0.671
C 1.610 -1.230 1.204
S 0.186 -1.680 2.170
C 0.971 -2.455 3.570
C 0.195 -3.321 4.299
C 0.722 -3.960 5.387
C 2.028 -3.685 5.718
C 2.817 -2.828 4.993
C 4.236 -2.612 5.481
C 2.287 -2.178 3.879
H 5.219 3.659 5.029
H 5.870 2.276 5.867
H 4.132 2.334 5.666
H 6.403 1.766 3.749
H 4.913 2.276 2.989
H 5.463 -0.338 3.383
H 5.174 0.019 5.052
H 2.945 -0.110 4.924
H 2.531 2.043 3.966
H 2.942 1.538 2.329
H 1.505 0.856 3.195
H 4.857 -0.529 1.419
H 5.777 -0.610 -0.865
H 4.798 -0.126 -2.230
H 5.915 1.845 -1.742
H 5.957 1.581 -0.007
H 3.519 2.210 0.116
H 5.232 4.240 -1.308
H 5.612 3.773 0.345
H 4.034 4.594 -0.082
H 3.140 3.763 -2.228
H 2.364 2.193 -1.943
H 3.877 2.290 -2.867
H 2.907 0.171 -2.932
H 1.184 -0.146 -2.655
H 2.073 -1.691 -4.290
H 1.882 -3.248 -1.669
H 0.420 -2.713 -2.587
H 1.521 -3.872 -3.298
H 4.204 -2.398 -2.223
H 3.869 -3.376 -3.652
H 4.450 -1.709 -3.811
H 0.097 0.852 -0.613
H -1.274 0.017 0.170
H -1.342 -0.917 -2.513
H -1.082 0.856 -2.648
H -3.361 0.079 -2.575
H -4.079 1.935 -1.817
H -2.354 2.313 -1.646
H -2.376 1.823 0.723
H -3.980 3.274 1.620
H -3.400 3.978 0.100
H -5.028 3.187 0.157
H -3.966 0.633 1.600
H -0.836 -3.484 3.997
H 0.140 -4.664 5.970
H 2.446 -4.175 6.595
H 4.910 -2.596 4.623
H 4.264 -1.671 6.041
H 4.497 -3.393 6.198
C -8.122 0.193 0.380
C -7.116 1.005 -0.424
C -7.952 2.205 -0.845
O -8.917 2.416 0.192
C -8.922 1.287 1.071
H -7.663 -0.505 1.080
H -8.768 -0.375 -0.294
H -6.300 1.323 0.218
H -6.690 0.465 -1.270
H -8.493 2.008 -1.777
H -7.356 3.111 -0.976
H -8.450 1.588 2.014
H -9.952 0.993 1.278
C -5.925 -1.756 -6.614
C -4.960 -2.689 -5.894
C -4.278 -1.740 -4.920
O -5.238 -0.729 -4.595
C -6.350 -0.822 -5.491
H -6.765 -2.267 -7.081
H -5.394 -1.195 -7.387
H -5.518 -3.451 -5.346
H -4.258 -3.194 -6.557
H -3.414 -1.249 -5.382
H -3.949 -2.238 -4.007
H -7.202 -1.230 -4.936
H -6.615 0.175 -5.847
```

Output
multiplicity: 1
HOMO: -7.46 eV
maximum force: 1.7 eV/A

Atomic partial charges in e from the Löwdin method, atoms 1 to 2:
1. C -0.1054
2. C -0.2593

Here is a 13-piece molecular cluster, C40H66N4O26 overall at a distorted geometry from the OMol25 dataset. Energies are from ωB97M-V/def2-TZVPD.

The geometry in XYZ format:
```
136
C40H66N4O26, DFT ωB97M-V/def2-TZVPD
O -3.465 -8.156 -18.125
C -3.029 -9.244 -17.961
O -3.826 -10.179 -17.479
C -3.078 -11.368 -17.152
C -1.852 -11.263 -18.106
C -1.625 -9.755 -18.131
H -3.675 -12.222 -17.444
H -2.934 -11.425 -16.109
H -2.137 -11.675 -19.070
H -1.058 -11.864 -17.663
H -1.073 -9.425 -18.986
H -1.252 -9.405 -17.160
O -4.990 -7.769 -24.613
C -6.153 -7.726 -24.325
O -6.709 -6.853 -23.461
C -8.133 -6.909 -23.308
C -8.500 -8.250 -24.031
C -7.288 -8.464 -24.979
H -8.584 -6.012 -23.698
H -8.265 -6.957 -22.237
H -9.471 -8.259 -24.574
H -8.593 -9.063 -23.284
H -7.425 -7.961 -25.954
H -7.014 -9.512 -25.184
O -11.916 -8.203 -19.275
C -10.936 -7.495 -19.205
O -9.778 -7.934 -18.755
C -8.769 -6.845 -18.993
C -9.570 -5.540 -18.812
C -10.800 -6.005 -19.434
H -8.444 -6.871 -20.083
H -7.897 -7.012 -18.376
H -9.002 -4.746 -19.304
H -9.659 -5.244 -17.788
H -10.728 -5.943 -20.520
H -11.694 -5.549 -19.112
O -3.160 -10.187 -21.005
C -3.194 -10.667 -22.105
O -3.835 -10.028 -23.059
C -3.796 -10.734 -24.346
C -2.799 -11.899 -24.142
C -2.573 -11.872 -22.624
H -3.432 -10.020 -25.132
H -4.777 -11.166 -24.554
H -1.938 -11.845 -24.754
H -3.306 -12.824 -24.381
H -1.481 -11.776 -22.349
H -2.871 -12.786 -22.139
O -8.971 -8.688 -12.433
C -8.255 -8.960 -13.356
O -7.304 -9.886 -13.162
C -6.669 -10.261 -14.439
C -7.035 -9.136 -15.424
C -8.134 -8.443 -14.756
H -7.121 -11.185 -14.809
H -5.637 -10.349 -14.337
H -7.474 -9.634 -16.310
H -6.187 -8.548 -15.728
H -9.022 -8.740 -15.316
H -8.179 -7.368 -14.702
O -6.291 -5.959 -20.345
C -5.341 -5.813 -21.083
O -5.135 -4.616 -21.669
C -3.776 -4.641 -22.265
C -3.038 -5.744 -21.549
C -4.128 -6.751 -21.274
H -3.539 -3.599 -22.139
H -4.058 -4.919 -23.354
H -2.459 -5.472 -20.672
H -2.328 -6.157 -22.264
H -3.924 -7.292 -20.332
H -4.328 -7.480 -22.041
O -9.717 -11.972 -15.810
C -10.387 -11.069 -15.338
O -10.695 -9.948 -16.073
C -11.500 -9.027 -15.274
C -11.975 -9.796 -13.988
C -11.130 -11.085 -14.011
H -12.327 -8.748 -15.903
H -10.823 -8.207 -15.084
H -13.075 -10.010 -14.054
H -11.787 -9.131 -13.185
H -11.638 -12.063 -13.987
H -10.353 -11.067 -13.286
O -10.832 -7.496 -22.163
C -11.768 -8.089 -22.577
O -12.931 -7.500 -22.993
C -13.876 -8.538 -23.245
C -13.312 -9.877 -22.745
C -11.855 -9.644 -22.608
H -14.142 -8.637 -24.369
H -14.791 -8.251 -22.690
H -13.560 -10.741 -23.365
H -13.709 -10.054 -21.681
H -11.259 -9.875 -23.484
H -11.436 -10.109 -21.702
O -8.958 -11.163 -21.261
C -8.081 -10.554 -20.757
O -7.316 -9.715 -21.399
C -6.268 -9.203 -20.585
C -6.576 -9.589 -19.097
C -7.613 -10.653 -19.297
H -6.130 -8.155 -20.771
H -5.440 -9.735 -20.964
H -6.925 -8.747 -18.500
H -5.704 -10.041 -18.618
H -8.520 -10.492 -18.741
H -7.298 -11.637 -19.101
C -8.306 -13.290 -23.428
N -6.859 -12.970 -23.883
O -6.855 -12.374 -24.931
O -5.945 -13.293 -23.131
H -8.909 -13.688 -24.242
H -8.709 -12.311 -23.007
H -8.111 -13.904 -22.572
C -7.944 -14.148 -15.922
N -6.711 -13.423 -15.750
O -6.447 -12.583 -16.604
O -5.960 -13.711 -14.765
H -8.660 -13.783 -15.248
H -7.733 -15.225 -15.827
H -8.274 -14.088 -16.911
C -11.208 -11.844 -18.601
N -10.767 -13.189 -19.063
O -11.616 -13.978 -19.426
O -9.612 -13.468 -18.829
H -10.419 -11.250 -18.145
H -12.056 -12.046 -17.936
H -11.586 -11.346 -19.475
C -5.528 -5.494 -17.337
N -5.941 -5.803 -15.920
O -6.857 -5.185 -15.401
O -5.249 -6.614 -15.314
H -4.972 -4.530 -17.347
H -6.433 -5.402 -17.931
H -4.772 -6.217 -17.584
```

Output
multiplicity: 1
HOMO: -10.01 eV
maximum force: 3.4 eV/A

Atomic partial charges in e from the Löwdin method, atoms 1 to 2:
1. O 0.1146
2. C -0.5445

Here is C40H68ClI2N3O8S3 as an isolated structure at a distorted geometry from the OMol25 dataset. Energies are from ωB97M-V/def2-TZVPD.

The geometry in XYZ format:
```
125
C40H68ClI2N3O8S3, DFT ωB97M-V/def2-TZVPD
C 5.696 -3.964 -2.348
C 4.545 -3.015 -2.055
N 3.920 -3.265 -0.738
C 3.682 -2.108 0.085
C 4.745 -1.377 0.637
S 6.424 -1.866 0.368
C 4.471 -0.272 1.467
S 5.768 0.676 2.223
C 3.142 0.046 1.734
C 2.087 -0.673 1.198
C 2.355 -1.757 0.356
C 1.209 -2.531 -0.228
O 0.667 -1.945 -1.403
O 1.742 -1.831 -2.338
N 0.720 -0.383 1.498
C 0.388 -1.126 2.771
C -0.559 -0.402 3.683
O -0.247 0.350 4.507
Cl -2.279 -0.820 3.476
C 0.390 1.014 1.536
C -0.823 1.411 0.946
C -1.615 0.312 0.264
C -3.133 0.332 0.319
C -3.651 -0.981 -0.307
C -4.892 -0.739 -1.147
C -6.108 -0.402 -0.249
C -7.297 -1.358 -0.478
C -7.077 -2.699 0.210
O -6.462 -3.589 -0.707
C -5.817 -4.661 -0.051
C -1.149 2.785 1.002
N -2.300 3.363 0.378
C -3.273 3.781 1.083
C -4.076 4.963 0.591
C -3.684 3.222 2.411
C -0.283 3.707 1.619
I -0.762 5.747 1.596
C 0.914 3.281 2.201
I 2.225 4.610 3.149
C 1.232 1.938 2.133
S 2.779 1.399 2.820
H 6.468 -3.498 -2.951
H 5.346 -4.826 -2.910
H 6.142 -4.356 -1.440
H 3.776 -3.170 -2.803
H 4.852 -1.975 -2.118
H 4.492 -3.907 -0.205
H 6.721 -1.381 -0.849
H 6.055 1.501 1.207
H 0.371 -2.582 0.452
H 1.511 -3.553 -0.431
H 1.485 -1.044 -2.832
H -0.007 -2.098 2.497
H 1.302 -1.286 3.336
H -1.322 -0.655 0.645
H -1.317 0.306 -0.782
H -3.478 0.398 1.343
H -3.544 1.135 -0.275
H -3.878 -1.723 0.457
H -2.894 -1.386 -0.978
H -5.115 -1.616 -1.745
H -4.721 0.077 -1.838
H -6.449 0.601 -0.475
H -5.804 -0.452 0.795
H -7.382 -1.517 -1.547
H -8.182 -0.871 -0.075
H -6.431 -2.569 1.078
H -8.039 -3.110 0.528
H -5.744 -5.497 -0.735
H -4.810 -4.381 0.267
H -6.374 -4.960 0.838
H -5.052 4.727 0.170
H -3.479 5.574 -0.071
H -4.263 5.552 1.485
H -2.843 2.914 3.024
H -4.207 3.992 2.971
H -4.383 2.401 2.290
C -7.066 3.920 -2.047
C -6.040 3.484 -3.084
C -6.206 4.253 -4.385
O -6.152 2.086 -3.334
H -8.079 3.719 -2.407
H -6.942 3.369 -1.115
H -6.977 4.987 -1.835
H -5.034 3.644 -2.692
H -7.194 4.067 -4.815
H -5.465 3.929 -5.117
H -6.094 5.327 -4.229
H -7.033 1.918 -3.685
C 3.430 -2.513 5.363
C 2.762 -3.867 5.190
C 3.395 -4.922 6.084
O 2.832 -4.273 3.821
H 4.487 -2.566 5.087
H 2.964 -1.775 4.707
H 3.360 -2.159 6.392
H 1.700 -3.782 5.423
H 4.450 -5.052 5.831
H 2.904 -5.886 5.944
H 3.324 -4.644 7.136
H 3.762 -4.355 3.587
C -1.407 1.808 -5.254
C -1.382 1.623 -3.744
C -0.070 2.105 -3.144
O -1.597 0.251 -3.414
H -0.608 1.226 -5.723
H -2.353 1.456 -5.666
H -1.276 2.856 -5.527
H -2.211 2.172 -3.294
H 0.770 1.532 -3.552
H -0.067 1.965 -2.062
H 0.101 3.162 -3.357
H -0.880 -0.267 -3.795
C 11.033 0.681 -0.845
C 9.624 0.977 -1.335
C 8.978 2.097 -0.532
O 8.821 -0.202 -1.260
H 11.014 0.358 0.199
H 11.479 -0.124 -1.429
H 11.672 1.562 -0.922
H 9.654 1.254 -2.389
H 8.900 1.812 0.521
H 7.969 2.294 -0.895
H 9.558 3.018 -0.599
H 8.779 -0.466 -0.333
```

Output
energy above the lowest of the compared OMol25 structures with the same formula, charge and spin: 0.0 kJ/mol
multiplicity: 1
HOMO: -7.82 eV
maximum force: 2.3 eV/A

Atomic partial charges in e from the Löwdin method, atoms 1 to 2:
1. C -0.0994
2. C -0.2775

Q: Look up the multiplicity of the first one.
A: 1

Q: The lowest HOMO belongs to which entry?
A: C40H66N4O26

Q: multiplicity of number 2 (C40H66N4O26)?
A: 1

Q: Look up the multiplicity of the third one.
A: 1